{
  "formula": "C72H47BrNO27P",
  "method": "ωB97M-V/def2-TZVPD",
  "total_energy_ha": -7772.9996,
  "e_homo_ev": -9.2,
  "gap_ev": 7.280,
  "smiles": "O=NOC1=CC(=O)C=C(P(O)Br)C1=O.O=C1C=CC(=O)C=C1.O=C1C=CC(=O)C=C1.O=C1C=CC(=O)C=C1.O=C1C=CC(=O)C=C1.O=C1C=CC(=O)C=C1.O=C1C=CC(=O)C=C1.O=C1C=CC(=O)C=C1.O=C1C=CC(=O)C=C1.O=C1C=CC(=O)C=C1.O=C1C=CC(=O)C=C1.O=C1C=CC(=O)C=C1",
  "e_above_lowest_ev": 0.000,
  "symbols": ["O", "N", "O", "C", "C", "C", "O", "C", "C", "P", "O", "Br", "C", "O", "H", "H", "H", "C", "C", "C", "O", "C", "C", "C", "O", "H", "H", "H", "H", "C", "C", "C", "O", "C", "C", "C", "O", "H", "H", "H", "H", "C", "C", "C", "O", "C", "C", "C", "O", "H", "H", "H", "H", "C", "C", "C", "O", "C", "C", "C", "O", "H", "H", "H", "H", "C", "C", "C", "O", "C", "C", "C", "O", "H", "H", "H", "H", "C", "C", "C", "O", "C", "C", "C", "O", "H", "H", "H", "H", "C", "C", "C", "O", "C", "C", "C", "O", "H", "H", "H", "H", "C", "C", "C", "O", "C", "C", "C", "O", "H", "H", "H", "H", "C", "C", "C", "O", "C", "C", "C", "O", "H", "H", "H", "H", "C", "C", "C", "O", "C", "C", "C", "O", "H", "H", "H", "H", "C", "C", "C", "O", "C", "C", "C", "O", "H", "H", "H", "H"],
  "coordinates": [[6.279, -0.103, 0.269], [5.603, 0.193, -0.598], [6.105, 1.521, -1.209], [5.265, 2.479, -0.735], [5.690, 3.529, -0.025], [4.656, 4.491, 0.428], [4.832, 5.687, 0.512], [3.335, 3.882, 0.760], [2.903, 2.834, 0.053], [1.272, 2.102, 0.486], [0.731, 1.683, -0.982], [1.912, 0.070, 1.133], [3.796, 2.357, -1.041], [3.387, 1.973, -2.112], [6.733, 3.681, 0.218], [2.767, 4.320, 1.574], [0.554, 2.449, -1.563], [-1.824, 1.050, -5.822], [-1.293, 2.081, -5.170], [-0.348, 1.870, -4.047], [0.110, 2.819, -3.434], [-0.008, 0.474, -3.677], [-0.553, -0.555, -4.320], [-1.494, -0.353, -5.449], [-1.979, -1.289, -6.045], [-2.517, 1.172, -6.644], [-1.522, 3.111, -5.416], [0.680, 0.345, -2.852], [-0.328, -1.582, -4.060], [-2.802, 1.857, -0.729], [-3.926, 2.171, -1.366], [-5.116, 2.673, -0.624], [-6.139, 2.958, -1.209], [-5.000, 2.810, 0.850], [-3.875, 2.494, 1.486], [-2.695, 1.995, 0.747], [-1.662, 1.710, 1.321], [-1.919, 1.484, -1.236], [-4.039, 2.079, -2.439], [-5.877, 3.170, 1.371], [-3.758, 2.596, 2.557], [4.127, -3.395, -5.332], [2.996, -3.073, -4.709], [2.910, -1.857, -3.867], [1.882, -1.563, -3.291], [4.121, -1.014, -3.736], [5.253, -1.333, -4.359], [5.344, -2.549, -5.211], [6.374, -2.842, -5.779], [4.218, -4.277, -5.953], [2.097, -3.674, -4.781], [4.032, -0.136, -3.109], [6.153, -0.737, -4.278], [1.325, -6.695, -3.595], [1.539, -7.891, -3.059], [1.546, -9.115, -3.904], [1.746, -10.208, -3.420], [1.300, -8.947, -5.361], [1.088, -7.745, -5.891], [1.095, -6.532, -5.046], [0.913, -5.423, -5.516], [1.319, -5.791, -3.000], [1.718, -8.031, -2.004], [1.303, -9.853, -5.953], [0.905, -7.592, -6.946], [-2.920, 5.953, 4.137], [-1.951, 6.766, 4.548], [-0.946, 6.322, 5.549], [-0.065, 7.062, 5.925], [-1.064, 4.934, 6.070], [-2.034, 4.122, 5.658], [-3.033, 4.571, 4.661], [-3.919, 3.832, 4.274], [-3.665, 6.249, 3.410], [-1.843, 7.779, 4.183], [-0.319, 4.634, 6.795], [-2.140, 3.107, 6.019], [4.124, -6.835, 2.472], [3.714, -7.203, 1.261], [3.414, -6.195, 0.216], [3.037, -6.525, -0.891], [3.588, -4.763, 0.564], [3.998, -4.394, 1.774], [4.300, -5.401, 2.825], [4.676, -5.067, 3.925], [4.351, -7.548, 3.254], [3.579, -8.240, 0.979], [3.360, -4.050, -0.219], [4.131, -3.357, 2.057], [-6.064, 1.431, 6.620], [-5.971, 1.721, 5.324], [-7.071, 1.375, 4.390], [-6.989, 1.642, 3.208], [-8.273, 0.699, 4.939], [-8.358, 0.411, 6.236], [-7.263, 0.754, 7.178], [-7.342, 0.494, 8.360], [-5.282, 1.669, 7.330], [-5.112, 2.215, 4.892], [-9.051, 0.465, 4.222], [-9.220, -0.082, 6.667], [3.535, 9.998, 4.506], [3.601, 8.708, 4.824], [3.778, 7.670, 3.776], [3.830, 6.492, 4.063], [3.881, 8.120, 2.365], [3.812, 9.411, 2.050], [3.636, 10.452, 3.094], [3.574, 11.629, 2.811], [3.405, 10.777, 5.247], [3.527, 8.350, 5.843], [4.008, 7.329, 1.636], [3.882, 9.768, 1.031], [10.865, 0.071, 4.082], [10.273, 1.119, 3.516], [9.244, 0.940, 2.461], [8.700, 1.893, 1.943], [8.900, -0.449, 2.063], [9.490, -1.496, 2.630], [10.521, -1.320, 3.686], [11.060, -2.272, 4.204], [11.619, 0.171, 4.853], [10.505, 2.141, 3.788], [8.144, -0.528, 1.293], [9.258, -2.518, 2.359], [-4.036, -6.314, -6.063], [-4.850, -5.293, -5.811], [-4.378, -4.091, -5.070], [-5.126, -3.170, -4.831], [-2.960, -4.075, -4.630], [-2.146, -5.096, -4.884], [-2.621, -6.295, -5.616], [-1.879, -7.232, -5.839], [-4.357, -7.201, -6.595], [-5.887, -5.280, -6.121], [-2.638, -3.191, -4.094], [-1.114, -5.116, -4.569], [-10.901, -2.091, 1.353], [-11.153, -2.440, 0.095], [-11.163, -1.432, -0.998], [-11.396, -1.751, -2.142], [-10.877, -0.020, -0.631], [-10.626, 0.328, 0.627], [-10.620, -0.680, 1.715], [-10.389, -0.361, 2.863], [-10.888, -2.803, 2.168], [-11.362, -3.460, -0.198], [-10.885, 0.693, -1.445], [-10.411, 1.348, 0.922]],
  "mulliken_charge": [-0.302, 0.327, -0.456, 0.352, -0.617, 0.021, -0.550, -0.530, 0.382, -0.216, -0.190, -0.238, 0.880, -0.536, 0.543, 0.561, 0.318, -0.514, -0.487, 0.542, -0.664, -0.314, -0.484, 0.260, -0.563, 0.442, 0.469, 0.745, 0.685, -0.180, -0.463, 0.081, -0.574, -0.305, 0.116, -0.105, -0.484, 0.610, 0.481, 0.475, 0.411, -0.460, -0.345, 0.149, -0.396, -0.287, -0.462, 0.133, -0.560, 0.499, 0.621, 0.627, 0.519, -0.067, -0.510, 0.239, -0.567, -0.436, -0.367, 0.510, -0.623, 0.493, 0.501, 0.421, 0.452, -0.359, -0.409, 0.357, -0.573, -0.515, -0.246, 0.399, -0.502, 0.448, 0.424, 0.427, 0.448, -0.418, -0.335, 0.252, -0.422, -0.456, -0.468, 0.346, -0.546, 0.403, 0.445, 0.657, 0.494, -0.468, -0.023, 0.370, -0.447, -0.478, -0.505, 0.315, -0.561, 0.433, 0.423, 0.611, 0.457, -0.387, -0.372, 0.484, -0.577, -0.170, -0.456, 0.326, -0.553, 0.414, 0.425, 0.465, 0.439, -0.376, -0.356, 0.329, -0.512, -0.180, -0.408, 0.358, -0.541, 0.400, 0.429, 0.498, 0.433, -0.420, -0.454, 0.226, -0.563, -0.448, 0.191, 0.443, -0.481, 0.429, 0.407, 0.447, 0.177, -0.366, -0.381, 0.362, -0.546, -0.373, -0.271, 0.391, -0.545, 0.424, 0.394, 0.413, 0.438]
}